# 1
The following is a DFT calculation (the ωB97M-V functional and the def2-TZVPD basis) of 7 unconnected molecules or ions with the total composition C42H84BrN4O26P7.

Element x y z (Å)
C (-1.398, -0.632, 2.293)
C (-1.141, -0.259, 3.770)
N (0.246, -0.509, 4.237)
C (1.202, -0.005, 3.330)
C (2.211, -0.849, 2.794)
C (3.162, -0.382, 1.936)
C (4.210, -1.357, 1.440)
C (4.276, -1.485, -0.082)
C (3.030, -2.173, -0.701)
N (2.624, -1.591, -1.979)
C (2.044, -0.253, -1.806)
C (0.520, -0.270, -1.734)
C (-0.181, -1.300, -1.141)
C (-1.570, -1.265, -1.067)
C (-2.246, -0.197, -1.625)
C (-1.545, 0.837, -2.214)
C (-0.163, 0.816, -2.282)
O (0.559, 1.829, -2.873)
C (3.166, 0.993, 1.552)
N (4.144, 1.436, 0.716)
C (4.033, 2.709, 0.413)
P (5.298, 3.402, -0.738)
C (6.230, 1.925, -1.314)
C (4.385, 3.906, -2.282)
C (3.022, 3.567, 0.932)
C (2.967, 5.037, 0.583)
C (1.591, 5.495, 0.161)
O (0.594, 4.873, 0.113)
Br (1.539, 7.378, -0.424)
N (2.110, 3.146, 1.763)
C (2.160, 1.820, 2.077)
C (1.199, 1.310, 2.961)
H (-2.447, -0.915, 2.219)
H (-0.782, -1.485, 2.006)
H (-1.187, 0.213, 1.643)
H (-1.799, -0.905, 4.353)
H (-1.444, 0.766, 3.973)
H (0.329, -1.519, 4.258)
H (2.229, -1.888, 3.105)
H (5.189, -1.125, 1.865)
H (3.957, -2.350, 1.825)
H (5.137, -2.123, -0.310)
H (4.460, -0.546, -0.597)
H (3.286, -3.217, -0.899)
H (2.228, -2.162, 0.036)
H (3.426, -1.489, -2.585)
H (2.397, 0.245, -0.893)
H (2.331, 0.373, -2.648)
H (0.301, -2.168, -0.715)
H (-2.083, -2.096, -0.602)
H (-3.328, -0.184, -1.593)
H (-2.067, 1.689, -2.638)
H (0.175, 2.666, -2.591)
H (6.964, 1.608, -0.580)
H (5.511, 1.128, -1.515)
H (6.697, 2.157, -2.270)
H (4.088, 4.950, -2.257)
H (3.496, 3.272, -2.358)
H (5.011, 3.692, -3.144)
H (3.655, 5.319, -0.208)
H (3.225, 5.577, 1.498)
H (0.443, 1.956, 3.387)
C (5.673, -5.261, 1.905)
O (6.284, -6.408, 1.272)
P (5.155, -7.248, 0.399)
O (4.273, -6.181, -0.130)
O (4.565, -8.012, 1.695)
C (5.436, -8.464, 2.746)
O (4.827, -8.518, -0.576)
C (5.327, -8.456, -1.925)
H (6.361, -4.907, 2.672)
H (5.530, -4.465, 1.179)
H (4.726, -5.528, 2.372)
H (5.424, -7.747, 3.568)
H (6.463, -8.609, 2.418)
H (5.045, -9.415, 3.102)
H (6.412, -8.356, -1.937)
H (4.873, -7.621, -2.459)
H (5.056, -9.386, -2.418)
C (5.098, -8.049, 8.801)
O (4.341, -6.840, 8.683)
P (4.897, -5.765, 7.594)
O (5.439, -6.552, 6.463)
O (6.042, -5.170, 8.578)
C (5.862, -5.081, 9.994)
O (4.810, -4.329, 6.785)
C (3.736, -4.230, 5.837)
H (4.779, -8.520, 9.729)
H (4.881, -8.716, 7.971)
H (6.166, -7.839, 8.847)
H (6.402, -5.895, 10.480)
H (4.817, -5.126, 10.290)
H (6.279, -4.133, 10.327)
H (2.765, -4.292, 6.328)
H (3.821, -5.005, 5.075)
H (3.802, -3.255, 5.358)
C (-2.331, -5.893, -3.593)
O (-3.586, -5.429, -4.099)
P (-4.793, -5.228, -2.988)
O (-3.956, -4.742, -1.848)
O (-5.131, -6.820, -2.946)
C (-5.119, -7.608, -4.144)
O (-6.272, -4.935, -2.285)
C (-6.699, -3.565, -2.195)
H (-1.760, -6.229, -4.459)
H (-1.794, -5.084, -3.107)
H (-2.471, -6.724, -2.902)
H (-4.198, -8.189, -4.185)
H (-5.196, -7.005, -5.045)
H (-5.966, -8.291, -4.105)
H (-6.755, -3.107, -3.182)
H (-6.017, -2.998, -1.562)
H (-7.691, -3.560, -1.750)
C (-4.112, 10.841, -1.294)
O (-3.960, 9.525, -1.833)
P (-2.544, 9.227, -2.582)
O (-1.528, 9.990, -1.824)
O (-2.986, 9.962, -3.968)
C (-4.339, 9.985, -4.424)
O (-1.675, 8.147, -3.437)
C (-1.099, 7.042, -2.702)
H (-5.174, 10.966, -1.086)
H (-3.555, 10.940, -0.366)
H (-3.791, 11.597, -2.010)
H (-4.779, 10.960, -4.211)
H (-4.952, 9.214, -3.964)
H (-4.333, 9.830, -5.502)
H (-1.875, 6.462, -2.202)
H (-0.383, 7.410, -1.964)
H (-0.587, 6.401, -3.415)
C (-9.557, -7.130, 1.544)
O (-9.687, -7.356, 0.138)
P (-9.603, -8.911, -0.334)
O (-10.264, -9.691, 0.733)
O (-7.990, -9.016, -0.300)
C (-7.144, -7.885, -0.560)
O (-9.677, -9.880, -1.647)
C (-10.964, -10.037, -2.273)
H (-9.357, -6.066, 1.666)
H (-10.484, -7.378, 2.056)
H (-8.731, -7.705, 1.959)
H (-6.762, -7.496, 0.385)
H (-7.659, -7.088, -1.089)
H (-6.306, -8.217, -1.165)
H (-11.361, -9.076, -2.600)
H (-11.665, -10.511, -1.585)
H (-10.830, -10.675, -3.143)
C (-1.139, 16.774, -1.965)
O (-1.267, 15.597, -2.766)
P (0.068, 14.668, -2.867)
O (0.717, 14.753, -1.543)
O (0.812, 15.570, -3.997)
C (0.086, 16.320, -4.971)
O (0.632, 13.299, -3.526)
C (0.125, 12.051, -2.985)
H (-1.988, 17.410, -2.215)
H (-1.184, 16.521, -0.909)
H (-0.212, 17.301, -2.186)
H (0.072, 17.373, -4.683)
H (-0.938, 15.975, -5.091)
H (0.602, 16.223, -5.924)
H (-0.955, 11.999, -3.080)
H (0.406, 11.947, -1.939)
H (0.565, 11.239, -3.556)

SMILES   CCNc1cc(CCCNCc2ccccc2O)c2nc(P(C)C)c(CC(=O)Br)nc2c1.COP(=O)(OC)OC.COP(=O)(OC)OC.COP(=O)(OC)OC.COP(=O)(OC)OC.COP(=O)(OC)OC.COP(=O)(OC)OC
Multiplicity   1
Energy   -239176.1186 eV

# 2
The following is a DFT calculation (the ωB97M-V functional and the def2-TZVPD basis) of 14 unconnected molecules or ions with the total composition C42H84O42.

Element x y z (Å)
C (-3.809, 0.293, 4.330)
O (-4.247, 1.511, 4.864)
C (-5.146, 1.512, 5.802)
O (-5.900, 0.581, 6.116)
O (-5.266, 2.755, 6.211)
C (-6.305, 3.357, 6.975)
H (-2.872, 0.378, 3.781)
H (-4.690, -0.111, 3.831)
H (-3.662, -0.373, 5.180)
H (-6.657, 2.759, 7.815)
H (-7.169, 3.595, 6.354)
H (-6.022, 4.293, 7.456)
C (4.303, 0.552, 2.250)
O (5.450, 0.251, 1.474)
C (6.693, 0.530, 1.985)
O (6.899, 1.152, 3.056)
O (7.590, -0.063, 1.257)
C (8.995, -0.242, 1.557)
H (3.522, -0.204, 2.166)
H (3.712, 1.369, 1.835)
H (4.370, 0.581, 3.338)
H (9.173, -0.588, 2.576)
H (9.368, 0.763, 1.752)
H (9.668, -0.741, 0.859)
C (-5.347, -7.992, 1.976)
O (-5.033, -6.694, 1.429)
C (-4.018, -5.980, 1.946)
O (-3.200, -6.408, 2.779)
O (-3.930, -4.879, 1.234)
C (-3.040, -3.857, 1.696)
H (-6.404, -8.230, 1.857)
H (-5.300, -7.946, 3.064)
H (-4.697, -8.722, 1.495)
H (-2.038, -4.254, 1.856)
H (-3.396, -3.453, 2.644)
H (-3.037, -3.010, 1.011)
C (6.197, 2.335, -2.904)
O (7.381, 1.706, -3.379)
C (7.467, 1.563, -4.675)
O (6.671, 1.912, -5.527)
O (8.647, 0.969, -4.881)
C (9.288, 1.194, -6.198)
H (5.933, 2.115, -1.870)
H (5.331, 2.137, -3.535)
H (6.379, 3.409, -2.946)
H (8.633, 1.365, -7.053)
H (9.794, 0.264, -6.457)
H (10.110, 1.897, -6.069)
C (-4.682, -0.236, 0.660)
O (-5.406, -1.456, 0.655)
C (-6.654, -1.352, 0.649)
O (-7.340, -0.335, 0.741)
O (-7.120, -2.590, 0.597)
C (-8.502, -2.856, 0.418)
H (-3.639, -0.540, 0.737)
H (-4.934, 0.308, 1.571)
H (-4.776, 0.343, -0.258)
H (-8.796, -3.906, 0.407)
H (-8.746, -2.456, -0.566)
H (-8.990, -2.244, 1.177)
C (3.656, 4.007, -5.306)
O (2.506, 4.574, -4.762)
C (1.905, 3.856, -3.873)
O (2.042, 2.654, -3.636)
O (0.997, 4.707, -3.334)
C (0.210, 4.312, -2.201)
H (4.398, 4.162, -4.523)
H (3.952, 4.597, -6.174)
H (3.560, 2.988, -5.680)
H (-0.451, 5.100, -1.840)
H (0.960, 4.086, -1.444)
H (-0.313, 3.383, -2.427)
C (-0.600, 3.518, 3.738)
O (-0.426, 4.873, 4.028)
C (-1.353, 5.710, 4.619)
O (-2.500, 5.345, 5.035)
O (-0.877, 6.910, 4.898)
C (-1.734, 7.990, 5.067)
H (-1.066, 3.517, 2.753)
H (-1.294, 2.932, 4.341)
H (0.375, 3.032, 3.754)
H (-2.803, 7.779, 5.060)
H (-1.496, 8.764, 4.338)
H (-1.541, 8.440, 6.041)
C (4.230, -1.030, -5.194)
O (5.222, -1.519, -4.280)
C (4.972, -1.642, -2.992)
O (3.951, -1.403, -2.416)
O (6.004, -2.281, -2.425)
C (6.223, -2.440, -1.049)
H (3.578, -1.901, -5.259)
H (4.391, -0.744, -6.233)
H (3.712, -0.193, -4.724)
H (5.675, -1.800, -0.358)
H (7.232, -2.110, -0.802)
H (6.153, -3.477, -0.722)
C (2.477, 0.732, -1.017)
O (1.576, 1.688, -0.475)
C (0.472, 1.519, 0.275)
O (-0.394, 2.360, 0.519)
O (0.318, 0.193, 0.533)
C (-0.839, -0.387, 1.061)
H (2.909, 0.090, -0.250)
H (3.235, 1.288, -1.569)
H (1.989, 0.088, -1.749)
H (-1.368, -0.873, 0.241)
H (-1.408, 0.401, 1.555)
H (-0.528, -1.122, 1.803)
C (3.446, -4.674, 4.204)
O (2.558, -4.489, 3.077)
C (2.763, -3.494, 2.190)
O (3.587, -2.626, 2.295)
O (2.164, -3.864, 1.074)
C (2.167, -2.954, 0.003)
H (3.127, -5.543, 4.780)
H (3.394, -3.820, 4.879)
H (4.491, -4.796, 3.918)
H (2.594, -1.991, 0.280)
H (1.184, -2.681, -0.381)
H (2.904, -3.333, -0.705)
C (-0.631, -4.696, 4.655)
O (0.225, -3.608, 4.675)
C (-0.179, -2.360, 4.288)
O (-1.311, -2.174, 3.860)
O (0.769, -1.481, 4.582)
C (0.540, -0.123, 4.240)
H (-1.372, -4.567, 5.445)
H (0.027, -5.562, 4.591)
H (-1.330, -4.736, 3.820)
H (1.313, 0.567, 4.576)
H (-0.425, 0.360, 4.394)
H (0.763, -0.022, 3.178)
C (0.504, -0.606, -5.004)
O (0.315, -1.146, -6.252)
C (1.110, -0.715, -7.245)
O (1.914, 0.209, -7.198)
O (0.886, -1.457, -8.326)
C (1.419, -0.987, -9.551)
H (-0.354, -1.045, -4.495)
H (0.494, 0.482, -4.930)
H (1.337, -0.967, -4.401)
H (1.239, -1.636, -10.408)
H (2.492, -0.812, -9.474)
H (0.913, -0.078, -9.878)
C (-3.492, 3.480, 1.760)
O (-4.723, 3.462, 1.109)
C (-4.841, 3.378, -0.237)
O (-3.950, 3.329, -1.029)
O (-6.149, 3.122, -0.580)
C (-6.430, 2.769, -1.946)
H (-3.867, 3.714, 2.756)
H (-2.779, 4.180, 1.323)
H (-3.004, 2.509, 1.677)
H (-6.277, 3.569, -2.671)
H (-7.465, 2.462, -2.099)
H (-5.765, 1.961, -2.253)
C (-2.546, 0.759, -2.442)
O (-2.969, -0.471, -1.921)
C (-4.100, -1.110, -2.258)
O (-5.076, -0.659, -2.812)
O (-3.949, -2.327, -1.731)
C (-4.651, -3.451, -2.348)
H (-1.462, 0.668, -2.519)
H (-2.863, 1.556, -1.770)
H (-2.996, 1.012, -3.401)
H (-3.947, -4.258, -2.144)
H (-4.821, -3.283, -3.412)
H (-5.601, -3.653, -1.855)

Multiplicity   1
Energy relative to the best compared isomer or geometry (same formula, charge and spin)   691.9 kJ/mol
Energy   -130904.8256 eV

# 3
The following is a DFT calculation (the ωB97M-V functional and the def2-TZVPD basis) of 12 unconnected molecules or ions with the total composition C42H86NO16S2.

Element x y z (Å)
C (3.189, -2.177, 2.066)
O (4.106, -1.941, 0.925)
C (4.000, -0.517, 0.492)
C (2.744, -0.406, -0.581)
C (1.508, 0.572, -0.022)
C (2.047, 2.087, 0.292)
C (1.027, 3.028, 1.162)
C (-0.396, 2.326, 1.572)
C (-1.468, 2.177, 0.318)
C (-3.044, 2.255, 0.778)
S (-3.753, 0.557, 1.287)
O (-5.315, 0.726, 1.146)
O (-3.320, 0.288, 2.767)
N (-3.128, -0.648, 0.183)
S (-3.592, -2.269, 0.643)
O (-4.918, -2.320, 1.457)
O (-3.791, -3.090, -0.671)
H (3.857, -2.108, 3.040)
H (2.337, -1.353, 2.112)
H (2.681, -3.236, 2.048)
H (5.054, -0.263, 0.000)
H (3.835, 0.123, 1.474)
H (3.210, 0.041, -1.582)
H (2.355, -1.508, -0.736)
H (0.765, 0.665, -0.952)
H (1.020, 0.018, 0.888)
H (3.085, 2.098, 0.841)
H (2.224, 2.658, -0.742)
H (1.581, 3.287, 2.181)
H (0.853, 4.027, 0.578)
H (-0.261, 1.313, 2.187)
H (-0.922, 3.071, 2.342)
H (-1.273, 3.088, -0.405)
H (-1.241, 1.190, -0.275)
H (-3.667, 2.557, -0.191)
H (-3.276, 3.087, 1.583)
H (-2.621, -2.941, 1.431)
C (8.764, 0.211, -2.438)
C (7.692, 0.448, -1.408)
O (6.499, 0.381, -1.702)
C (8.135, 0.770, -0.006)
H (8.297, -0.011, -3.403)
H (9.381, 1.107, -2.545)
H (9.380, -0.642, -2.143)
H (8.723, 1.691, -0.005)
H (8.723, -0.058, 0.397)
H (7.254, 0.916, 0.628)
C (-0.046, 3.977, -4.509)
C (-1.018, 3.492, -3.468)
O (-1.023, 3.962, -2.331)
C (-1.984, 2.409, -3.870)
H (0.589, 4.758, -4.078)
H (0.590, 3.150, -4.837)
H (-0.590, 4.398, -5.358)
H (-1.434, 1.513, -4.169)
H (-2.615, 2.761, -4.690)
H (-2.624, 2.159, -3.017)
C (2.359, 6.911, 4.454)
C (2.567, 5.421, 4.494)
O (2.531, 4.743, 3.468)
C (2.820, 4.792, 5.838)
H (2.187, 7.226, 3.419)
H (1.484, 7.180, 5.051)
H (3.249, 7.421, 4.831)
H (1.966, 4.966, 6.497)
H (3.731, 5.207, 6.276)
H (2.952, 3.711, 5.713)
C (3.506, -3.300, -4.707)
C (2.353, -2.877, -3.837)
O (2.489, -2.017, -2.968)
C (1.025, -3.548, -4.071)
H (4.400, -2.732, -4.426)
H (3.709, -4.364, -4.565)
H (3.276, -3.093, -5.755)
H (1.117, -4.623, -3.900)
H (0.685, -3.352, -5.091)
H (0.286, -3.143, -3.371)
C (-7.355, -6.263, -3.406)
C (-6.077, -5.468, -3.374)
O (-5.396, -5.312, -4.387)
C (-5.664, -4.870, -2.056)
H (-7.527, -6.633, -4.422)
H (-7.277, -7.118, -2.730)
H (-8.195, -5.626, -3.118)
H (-5.510, -5.664, -1.320)
H (-6.429, -4.172, -1.708)
H (-4.723, -4.324, -2.184)
C (4.288, 6.256, 10.181)
C (2.908, 6.309, 9.582)
O (2.714, 6.031, 8.400)
C (1.775, 6.715, 10.486)
H (5.005, 5.948, 9.413)
H (4.572, 7.245, 10.548)
H (4.312, 5.527, 10.995)
H (1.947, 7.725, 10.866)
H (1.687, 6.006, 11.313)
H (0.838, 6.709, 9.918)
C (-4.586, -1.035, -4.828)
C (-3.975, -0.334, -6.011)
O (-2.928, 0.303, -5.905)
C (-4.693, -0.443, -7.329)
H (-3.960, -0.869, -3.945)
H (-5.582, -0.630, -4.630)
H (-4.643, -2.109, -5.020)
H (-5.694, -0.012, -7.244)
H (-4.755, -1.491, -7.634)
H (-4.137, 0.112, -8.093)
C (-0.416, -2.357, -10.651)
C (-1.489, -2.120, -9.622)
O (-2.681, -2.187, -9.915)
C (-1.045, -1.797, -8.220)
H (-0.883, -2.579, -11.617)
H (0.200, -1.461, -10.759)
H (0.200, -3.210, -10.356)
H (-0.457, -0.876, -8.219)
H (-0.457, -2.625, -7.816)
H (-1.926, -1.651, -7.586)
C (-1.770, 4.751, 4.952)
C (-1.061, 4.459, 6.247)
O (-0.188, 5.209, 6.681)
C (-1.462, 3.213, 6.992)
H (-1.378, 5.680, 4.526)
H (-1.594, 3.939, 4.241)
H (-2.840, 4.873, 5.133)
H (-1.273, 2.333, 6.372)
H (-2.519, 3.267, 7.264)
H (-0.868, 3.131, 7.908)
C (4.279, -4.836, -1.034)
C (4.487, -6.326, -0.994)
O (4.451, -7.004, -2.019)
C (4.740, -6.956, 0.350)
H (4.107, -4.521, -2.068)
H (3.404, -4.567, -0.436)
H (5.169, -4.326, -0.656)
H (3.886, -6.781, 1.009)
H (5.651, -6.540, 0.789)
H (4.872, -8.036, 0.226)
C (-7.770, -4.982, 3.914)
C (-6.888, -4.242, 4.883)
O (-6.872, -4.528, 6.079)
C (-6.025, -3.138, 4.332)
H (-8.335, -5.751, 4.452)
H (-8.476, -4.289, 3.450)
H (-7.157, -5.469, 3.151)
H (-6.654, -2.362, 3.887)
H (-5.335, -3.542, 3.588)
H (-5.442, -2.693, 5.146)

Total charge   -1
Multiplicity   1
Energy   -100862.5638 eV

What maximum force values result from the calculations? In sequence: 7.7 5.4 6.1 eV/Å.
What HOMO-LUMO gap values result from the calculations? In sequence: 6.3 10.8 7.7 eV.
What LUMO values result from the calculations? In sequence: -1.630 0.472 1.881 eV.